35
Properties=species:S:1:pos:R:3:lowdin_charge:R:1 method="wB97M-V/def2-TZVPD" s2=0.7530 spin_multiplicity=2 e_lumo_ev="-0.430 / -1.882" e_tot_ev=-91080.8294
Cu 0.30455 0.58329 1.09252 0.78
I -6.37228 0.37673 -1.54546 0.86
C -4.39146 0.83305 -1.06450 -0.74
C -4.07770 2.06929 -0.52228 -0.22
C -2.76085 2.35690 -0.19880 -0.64
I -2.27220 4.20048 0.64335 0.93
C -1.73238 1.43541 -0.41865 -0.42
O -0.45871 1.72063 -0.13348 -0.22
C -2.07897 0.19064 -0.97583 -0.16
C -0.97370 -0.79673 -1.21448 -0.13
N -0.35177 -1.21152 0.06097 -0.08
C 0.86299 -2.01029 -0.10333 -0.12
C 2.02111 -1.13337 -0.53691 -0.25
C 2.98525 -1.56604 -1.42881 0.00
C 4.03335 -0.71658 -1.74706 -0.04
C 4.08261 0.54448 -1.17606 -0.04
C 3.07604 0.90853 -0.30229 -0.08
N 2.07406 0.08304 0.00953 0.07
C -3.39770 -0.10545 -1.28716 -0.12
H -4.85085 2.80298 -0.34140 0.08
H -0.18937 -0.32587 -1.81150 0.13
H -1.34678 -1.66533 -1.76297 0.13
H -1.02400 -1.69795 0.64352 0.15
H 0.73012 -2.82477 -0.81960 0.13
H 1.10974 -2.44898 0.86587 0.14
H 2.91184 -2.55331 -1.86620 0.12
H 4.80117 -1.03468 -2.44079 0.12
H 4.88017 1.23710 -1.40408 0.11
H 3.06296 1.88396 0.16735 0.13
H -3.64616 -1.07123 -1.71193 0.10
F 0.53998 -0.09561 2.80132 -0.10
B 0.60316 -0.00427 4.40296 -1.12
F -0.13228 1.11624 4.67912 0.16
F 0.03491 -1.18567 4.79053 0.16
F 1.94314 0.10489 4.65656 0.16